Entry 1:
{
  "formula": "C3H8NO2",
  "method": "the ωB97M-V functional and the def2-TZVPD basis",
  "species": ["N", "O", "H", "C", "H", "H", "C", "C", "O", "H", "H", "H", "H", "H"],
  "xyz": [[-1.9190, -0.3980, -0.0392], [0.9286, -1.1456, -0.3045], [-2.3561, -0.4222, 0.9904], [1.7222, 0.0911, -0.4283], [0.5910, -0.1320, 1.4132], [-0.8746, 0.9127, -1.2032], [-0.7892, 0.6021, -0.1472], [0.5022, -0.0005, 0.3401], [2.9320, 0.1171, 0.0608], [-2.8197, -0.1648, -0.5570], [-1.0044, 1.3897, 0.5218], [2.8998, 0.0879, 1.0357], [1.5857, 0.3178, -1.5774], [-1.3984, -1.2554, -0.1051]],
  "e_lumo_ev": -4.0789,
  "total_charge": 1,
  "smiles": "[NH3+]C[C@H]1O[C@@H]1O",
  "max_force_ev_per_a": 4.76
}

---

Entry 2:
{
  "formula": "C4H13N4O",
  "method": "the ωB97M-V functional and the def2-TZVPD basis",
  "species": ["C", "N", "N", "C", "N", "H", "H", "H", "H", "H", "C", "H", "H", "N", "H", "H", "C", "O", "H", "H", "H", "H"],
  "xyz": [[-1.9028, -1.7014, 1.4403], [0.8583, -2.4278, 2.3200], [1.4027, -0.3828, 1.4603], [-0.0860, 1.7054, -1.8705], [-0.2919, 0.9916, -3.0008], [-0.2120, 1.5028, -3.8977], [1.1257, 0.5893, 1.2565], [-0.7266, 0.0778, -2.8833], [-0.6193, -0.3979, 0.3118], [1.7531, -2.3878, 2.7641], [0.5114, -1.3922, 1.5289], [1.2255, 3.1051, -2.7531], [0.3496, -3.3084, 2.2451], [-0.6320, -1.2712, 0.8431], [-2.7776, -1.3518, 0.8434], [-0.2345, 3.9294, -1.9319], [0.4590, 3.1104, -2.0111], [-0.0322, 1.1000, -0.7975], [1.1836, 3.2947, -1.2017], [-1.9500, -2.8078, 1.2866], [-1.8094, -1.5407, 2.5079], [2.4054, -0.4364, 1.5394]],
  "e_lumo_ev": -2.5912,
  "total_charge": 1,
  "max_force_ev_per_a": 2.51
}

---

Entry 3:
{
  "formula": "C5H7NO",
  "method": "the ωB97M-V functional and the def2-TZVPD basis",
  "species": ["H", "H", "H", "H", "H", "C", "C", "O", "N", "H", "C", "C", "C", "H"],
  "xyz": [[-2.3166, -0.8518, 0.8148], [-1.7349, -0.7033, -0.8568], [1.8373, 1.6473, -1.2747], [1.9049, -0.7777, 0.1168], [-1.2691, -2.1030, 0.1320], [1.0009, -0.3444, -0.3280], [-1.4616, -1.0227, 0.1538], [0.7524, 1.7776, 1.2440], [-0.1842, 1.7299, -0.7781], [0.7628, -0.8757, -1.2548], [-0.0978, 1.2158, 0.5478], [0.9946, 1.1354, -0.8302], [-0.2251, -0.2882, 0.6427], [0.0365, -0.5394, 1.6707]],
  "e_lumo_ev": 0.5409,
  "max_force_ev_per_a": 2.79
}

---

Entry 4:
{
  "formula": "C31H57F4N4O9P2Ti",
  "method": "the ωB97M-V functional and the def2-TZVPD basis",
  "species": ["H", "H", "O", "C", "H", "C", "C", "H", "H", "C", "H", "H", "O", "H", "H", "H", "H", "H", "H", "C", "C", "C", "H", "H", "H", "C", "H", "H", "C", "F", "H", "F", "C", "C", "H", "C", "C", "H", "H", "Ti", "C", "O", "C", "C", "H", "C", "H", "C", "H", "C", "H", "N", "C", "H", "H", "H", "O", "H", "H", "O", "H", "C", "H", "C", "H", "H", "H", "H", "H", "H", "O", "H", "H", "C", "H", "H", "C", "H", "H", "P", "O", "C", "N", "C", "H", "F", "H", "C", "C", "H", "H", "H", "F", "N", "C", "H", "C", "H", "P", "O", "H", "H", "H", "C", "O", "N", "H", "H"],
  "xyz": [[2.4717, -1.2657, 3.2275], [3.1847, -1.6648, -2.8041], [-0.6780, 0.3538, 1.2863], [3.2463, -5.3675, -2.1826], [-5.3085, 2.6806, 3.1416], [1.2730, -4.1602, -2.9230], [-2.1583, -1.7158, -1.9139], [-2.8973, 0.3097, -0.3888], [-3.0695, -0.6258, 1.1141], [-3.0874, 1.0756, 3.6458], [-4.4803, 2.8163, -1.4343], [-0.3335, 4.5128, 5.2224], [-0.0538, 2.2696, 2.7290], [-1.3373, -3.5767, -2.6340], [-1.1598, 2.9704, 5.0137], [-2.4597, -2.8977, 1.2146], [-0.0896, 4.0358, -4.6154], [0.7841, 2.8449, 0.1333], [-4.9671, 1.7062, 1.7107], [-3.2327, 2.3299, 2.8179], [3.1215, -0.7985, -0.4414], [0.7922, 3.4026, -4.6908], [2.0863, 3.7252, 3.2705], [-3.4460, -3.2461, -0.2223], [-0.9051, 4.1786, 2.8330], [1.8178, 1.1998, -3.9585], [5.8650, -1.8947, -0.1253], [6.2622, -0.5886, -1.2543], [-3.7017, 3.5774, -1.4666], [2.3673, -5.6394, -4.3376], [1.6748, 0.3339, -3.3116], [3.9837, -4.9326, 0.0236], [-4.6290, 2.5587, 2.2989], [4.2021, -1.4190, -2.5173], [3.6507, 0.5008, 1.1997], [3.1125, -4.7216, -0.9706], [-2.6467, 3.2127, -2.4798], [-0.6277, -4.3083, 2.1841], [-2.0474, 0.8430, 3.8770], [0.0712, -1.1417, -0.1562], [-0.2537, 3.5227, 4.7765], [0.4408, 2.5343, -2.4779], [0.6056, -2.1305, 2.5498], [1.1129, -3.5105, -1.6949], [-1.2045, -4.1834, 3.8702], [-3.1790, 2.9368, -3.8622], [0.9451, 3.1596, -5.7411], [-0.3289, -4.2546, 3.2265], [-3.1106, -2.1583, -2.2231], [-0.0572, 3.6572, 3.2866], [-2.3836, 2.7125, -4.5702], [4.2300, -1.0042, -1.1137], [-0.9953, -2.5565, -2.4305], [1.2997, 5.2995, 3.3625], [-4.0902, -1.0023, -0.2964], [-2.1247, -0.6968, -2.2953], [-2.3567, 2.2992, 1.6096], [-0.2850, 1.6042, -4.1988], [-3.5495, 0.2213, 3.1541], [1.8148, -0.4122, 1.4573], [-0.7566, 3.7028, -0.0342], [1.5467, -0.9563, 2.7403], [4.8402, -2.2943, -2.6302], [-0.2963, 2.7151, 0.0301], [-0.6329, -2.1378, -3.3721], [-4.1609, 4.5221, -1.7545], [1.3438, 4.4476, 1.8280], [1.9493, 0.8516, -4.9822], [0.2427, -5.1411, 3.4935], [-3.2812, 3.6913, -0.4681], [1.9813, -0.8776, -0.9742], [-3.6050, 1.2308, 4.5928], [-4.6833, 3.4587, 1.6905], [3.1703, -0.4699, 1.0328], [4.5861, -0.6146, -3.1431], [1.3740, -2.0672, 5.0904], [2.3020, -5.0708, -3.1449], [-1.7293, -3.7192, -0.1804], [2.2991, -3.4882, 4.5137], [-0.5400, 1.8420, -1.5117], [-0.0904, -2.1449, 1.4852], [1.3063, -3.0716, 4.6828], [0.5281, -3.0846, 3.4352], [-3.0991, -0.6741, 0.0300], [-3.8815, 2.1049, -3.8395], [2.0199, -3.2732, 0.5028], [2.7226, 1.7287, -3.6600], [-2.4496, -2.9665, 0.1303], [1.2457, 4.3129, 2.9036], [0.7825, -3.6907, 5.4070], [3.7304, -1.2369, 1.5752], [4.0409, -6.0741, -2.3723], [0.4582, -3.9083, -3.9548], [0.0961, -2.5803, -1.4359], [5.5556, -0.9180, -0.4963], [0.5963, 3.0151, 5.2303], [0.6307, 2.1266, -3.9084], [1.6586, 3.9606, -4.3395], [-0.8850, 1.8233, 1.4883], [-0.2518, 0.3608, -1.3156], [-3.7088, 3.8175, -4.2227], [1.0569, -0.1944, 3.3575], [-2.8912, 3.1995, 3.3822], [2.0791, -3.8349, -0.7412], [-2.0064, 1.9385, -2.0035], [-2.0910, -1.6445, -0.4386], [-1.8526, 3.9634, -2.5123], [5.5692, -0.1912, 0.3095]],
  "e_lumo_ev": -8.5180,
  "total_charge": 3,
  "max_force_ev_per_a": 0.73
}

---

Entry 5:
{
  "formula": "C2H4P2",
  "method": "the ωB97M-V functional and the def2-TZVPD basis",
  "species": ["P", "H", "C", "P", "H", "H", "C", "H"],
  "xyz": [[2.7586, 0.0874, 0.0982], [-1.4829, 0.0717, 0.1798], [-1.2448, 1.1250, 0.1876], [0.2897, 1.7202, -0.0663], [2.9281, -1.2977, -0.0646], [-2.0663, 1.7894, 0.3947], [1.1200, 0.1463, -0.2557], [0.5324, -0.7289, -0.5052]],
  "e_lumo_ev": -0.5779,
  "smiles": "[H]/P=C/P=C",
  "max_force_ev_per_a": 1.09
}

---

Entry 6:
{
  "formula": "C5H10I2",
  "method": "the ωB97M-V functional and the def2-TZVPD basis",
  "species": ["H", "H", "H", "C", "H", "H", "H", "C", "C", "H", "I", "H", "C", "C", "I", "H", "H"],
  "xyz": [[0.5814, -1.4116, -1.4758], [0.0711, -1.5215, 2.9383], [-0.2903, 2.1433, -1.8615], [-0.4457, 0.3121, -0.7467], [0.0933, -0.1157, -2.6586], [-1.1926, -1.9013, 1.5144], [-1.1392, 2.2633, -0.1822], [-0.0660, -1.5790, 1.7889], [-0.2797, 1.8202, -0.7562], [1.4939, -0.0188, -1.7138], [2.1480, 0.5286, 1.4653], [-0.6011, 0.6587, 1.8331], [0.1488, -0.0915, 1.2972], [0.4672, -0.3727, -1.7267], [-2.3531, -0.5996, -0.6488], [0.7511, 2.2319, -0.3630], [0.6129, -2.3463, 1.2960]],
  "e_lumo_ev": [0.4512, -2.0948],
  "multiplicity": 3,
  "max_force_ev_per_a": 5.68
}

---

Entry 7:
{
  "formula": "C5H8O",
  "method": "the ωB97M-V functional and the def2-TZVPD basis",
  "species": ["H", "H", "H", "O", "H", "C", "H", "C", "C", "C", "H", "C", "H", "H"],
  "xyz": [[-2.3823, -0.5644, 0.4624], [1.1308, 0.7859, -1.1275], [2.3630, -0.1564, 0.1767], [0.5279, 0.0441, 1.5730], [-2.1904, 1.1922, 0.2247], [-0.2306, 0.2163, 0.4770], [2.5002, -0.1289, 1.9363], [-1.7063, 0.2154, 0.0969], [-1.1398, 0.1138, -1.3662], [1.8737, -0.4732, 1.1286], [-1.2675, -0.8971, -1.7760], [0.2081, 0.3582, -0.7696], [-1.4650, 0.8567, -2.0931], [1.7782, -1.5626, 1.0568]],
  "e_lumo_ev": 1.0766,
  "smiles": "COC1=CCC1",
  "max_force_ev_per_a": 1.42
}

---

Entry 8:
{
  "formula": "C11H11ClN2",
  "method": "the ωB97M-V functional and the def2-TZVPD basis",
  "species": ["C", "H", "C", "H", "Cl", "C", "H", "H", "C", "C", "H", "H", "N", "C", "H", "C", "C", "C", "C", "H", "H", "H", "C", "N", "H"],
  "xyz": [[2.7040, -0.5451, -0.4703], [-4.7309, -1.2427, -0.0017], [2.5315, 0.7582, -1.1739], [3.3239, 1.0777, -1.7800], [4.3610, -0.5501, 0.3338], [-0.1839, -1.9184, -0.1761], [2.8926, 1.9711, 0.6502], [1.4128, 2.4593, -0.2374], [-3.6877, -0.8938, -0.0132], [-1.2602, -1.1825, 0.0586], [-2.7437, -2.7543, -0.3081], [1.6580, 0.8645, -1.9273], [-0.0282, 0.8985, 0.9075], [1.3236, 0.6059, 0.9630], [-4.3343, 1.0680, 0.0670], [-2.6109, -1.6976, -0.0388], [2.0645, 1.6666, -0.0006], [-1.0473, 0.2445, 0.5116], [-3.4315, 0.5042, 0.2780], [0.0880, -2.8457, -0.3912], [-2.0687, 1.9279, 0.7662], [1.7715, 0.7529, 1.9948], [-2.2257, 0.9856, 0.4417], [1.7093, -0.6683, 0.5973], [2.5121, -1.4865, -1.0513]],
  "e_lumo_ev": [-0.6566, -0.8575],
  "max_force_ev_per_a": 5.44
}

---

Entry 9:
{
  "formula": "C30H29N6O5SV",
  "method": "the ωB97M-V functional and the def2-TZVPD basis",
  "species": ["C", "O", "C", "H", "H", "H", "H", "C", "C", "H", "H", "H", "H", "C", "H", "C", "H", "H", "C", "N", "C", "C", "H", "O", "H", "V", "O", "H", "H", "H", "C", "H", "C", "H", "N", "C", "H", "H", "H", "N", "N", "H", "C", "C", "H", "C", "H", "H", "C", "N", "C", "S", "C", "C", "H", "C", "C", "H", "C", "C", "C", "C", "O", "N", "C", "C", "C", "H", "C", "H", "C", "O"],
  "xyz": [[1.0415, -4.0128, -2.0956], [0.8029, -3.0132, 0.6742], [-0.1830, -3.6546, -1.5460], [-1.7188, -1.2929, -4.5529], [2.5842, 0.0770, 2.8364], [-3.2158, 1.3385, -1.7830], [-1.0559, -1.8029, 4.1373], [-1.2690, -5.4320, -2.7053], [-1.8007, -1.2296, 3.5842], [-0.8743, 0.9758, -5.3360], [-0.6576, 7.5135, -2.6175], [4.3640, -1.2460, 1.8090], [1.4160, 3.6341, 5.5185], [1.1063, -5.0787, -2.9638], [-2.2012, -1.8419, 2.7815], [-0.6095, 6.5313, -2.1670], [-2.1626, -5.9986, -2.9353], [1.9321, -3.4583, -1.8274], [-1.0700, -0.6698, -3.9451], [0.1726, 1.5827, 1.5808], [-1.3365, -4.3580, -1.8427], [-0.6107, 0.5633, -4.3742], [0.6243, 2.2062, -3.7229], [1.0638, -0.7039, 1.7587], [-1.0557, 0.1423, 5.6838], [-0.2017, -0.1791, 0.9532], [-1.4313, -2.1214, 0.3398], [3.3679, -0.4947, 0.5347], [2.0536, -5.3670, -3.4022], [0.9191, -7.2120, -4.4384], [0.9494, 2.7493, 3.6291], [1.7412, -2.8370, 3.0292], [0.2892, 1.7129, 2.9879], [1.5001, 3.4743, 3.0466], [0.0254, -6.8766, -4.1332], [-0.5204, 2.7742, -0.2477], [1.1398, 7.0064, -1.0034], [3.1659, -2.2127, 0.9167], [-2.3195, 5.7912, -3.2116], [0.1038, 2.6873, 0.9322], [0.4662, -0.9541, -0.7409], [1.5698, -1.5803, 4.2834], [-1.5366, 5.5751, -2.4950], [3.3841, -1.2341, 1.3359], [-2.6058, -0.9118, 4.2456], [-1.4985, 4.3067, -1.8880], [-3.2303, 3.5290, -2.9085], [1.2583, 4.7660, 0.0537], [-2.4700, 3.3005, -2.1709], [-0.7585, -1.1705, -2.7583], [0.4073, 6.2487, -1.2460], [-0.1355, -2.4551, -0.2604], [-2.4717, 2.0910, -1.5551], [0.4755, 5.0110, -0.6503], [3.1768, -2.2041, 3.8609], [0.9013, 2.8308, 5.0107], [-0.0467, -5.8188, -3.2752], [-0.7689, -7.4708, -4.2763], [0.1890, 1.8880, 5.7389], [2.1945, -1.9503, 3.4688], [-1.4726, 1.7687, -0.6031], [-0.4592, 0.7844, 3.7215], [-1.2016, -0.0887, 2.9543], [0.5447, 0.7413, -2.2972], [2.3213, -0.8861, 2.3797], [0.0484, -0.4575, -1.9671], [-0.4920, 4.0391, -0.9378], [-2.2743, -4.0605, -1.3913], [0.2133, 1.2303, -3.4844], [0.1477, 1.9524, 6.8175], [-0.4944, 0.8609, 5.1028], [-1.4504, 0.6525, 0.0492]],
  "e_lumo_ev": [-3.8875, -4.0066],
  "total_charge": 1,
  "multiplicity": 2,
  "max_force_ev_per_a": 4.79
}

---

Entry 10:
{
  "formula": "C2H8N2O2S",
  "method": "the ωB97M-V functional and the def2-TZVPD basis",
  "species": ["H", "H", "H", "N", "O", "H", "H", "H", "C", "S", "H", "O", "C", "H", "N"],
  "xyz": [[-1.5180, 2.1072, 0.8221], [-1.7288, 1.9645, -1.0369], [-0.1813, 2.3420, -0.4578], [-0.7326, 0.3462, -0.1636], [-3.0646, -0.0077, 0.4782], [1.6057, 0.1368, 0.9926], [2.1465, -1.4908, -0.6979], [0.3868, -1.1187, 1.5832], [1.2746, -0.8845, 1.0439], [-1.7915, -0.7299, 0.4143], [1.1630, -2.6258, 0.1301], [-1.5760, -1.7875, -1.1175], [-1.0480, 1.7763, -0.1607], [-0.8656, -1.2533, -1.5398], [1.5777, -1.7059, 0.0810]],
  "e_lumo_ev": [-1.1453, -1.1425],
  "max_force_ev_per_a": 3.40
}

---

Entry 11:
{
  "formula": "C4H13NO4",
  "method": "the ωB97M-V functional and the def2-TZVPD basis",
  "species": ["H", "H", "O", "H", "H", "H", "C", "O", "N", "H", "H", "C", "O", "H", "C", "H", "H", "H", "H", "O", "C", "H"],
  "xyz": [[2.0956, -0.3345, 1.6710], [-1.7939, -2.1969, 0.2879], [-2.7235, -2.3050, 0.4093], [-3.2310, -1.5725, 0.7962], [-0.2315, 0.8206, -1.1355], [2.3837, -0.8043, -0.8095], [1.3670, -0.6737, -1.2807], [-1.0319, 2.2107, 0.5667], [0.9373, 1.0188, 0.5903], [0.3335, 2.5212, 1.9507], [1.5538, -0.3869, -2.3095], [2.1643, 0.6951, 1.2771], [0.9031, -2.0303, -1.1707], [-0.2085, -0.5907, -0.0313], [0.4072, 0.2052, -0.4949], [2.3341, 1.3520, 2.1288], [-2.8209, -0.1118, -0.5483], [2.9852, 0.7737, 0.5757], [-2.9013, 1.3483, -0.5946], [-3.4082, 0.5692, -0.8968], [0.0209, 1.8992, 1.0856], [0.8649, -2.4074, -2.0675]],
  "e_lumo_ev": 0.4961,
  "smiles": "CN(C=O)CCO.O.O",
  "max_force_ev_per_a": 2.55
}

---

Entry 12:
{
  "formula": "H22NO9",
  "method": "the ωB97M-V functional and the def2-TZVPD basis",
  "species": ["H", "H", "H", "O", "H", "H", "H", "H", "H", "H", "O", "H", "O", "H", "H", "O", "H", "N", "H", "H", "H", "O", "H", "H", "O", "O", "H", "O", "H", "O", "H", "H"],
  "xyz": [[-3.4563, 16.4568, 7.4264], [-1.0574, 16.2567, 8.9599], [0.2808, 13.0307, 10.8058], [0.0869, 17.5647, 12.3775], [-0.7655, 19.7552, 8.2261], [0.2797, 14.6383, 5.4352], [-1.0517, 13.7317, 10.5550], [-3.0427, 15.0260, 7.7561], [3.7555, 18.4602, 9.1322], [-1.1917, 16.0018, 12.1373], [2.9868, 18.5379, 9.7087], [0.6828, 16.0865, 8.9670], [2.2739, 15.7287, 9.8522], [-0.9578, 12.9689, 8.3657], [2.1104, 15.3919, 10.7436], [-0.4454, 13.0650, 10.1764], [0.9568, 17.9586, 12.2409], [-0.1774, 16.3473, 8.4514], [0.7138, 19.5943, 7.8442], [-0.1967, 15.7261, 7.6240], [-0.0254, 17.3403, 8.1374], [-1.2310, 12.7180, 7.4541], [-0.7898, 14.1095, 6.4394], [-0.3040, 18.0967, 13.0838], [-1.6075, 15.1790, 11.8161], [-2.9414, 15.9397, 8.0581], [-0.8035, 11.8647, 7.3119], [-0.1207, 19.1082, 7.9137], [-2.1663, 14.8893, 12.5474], [-0.4195, 14.9340, 6.0292], [3.1894, 15.4799, 9.6555], [2.5841, 17.6518, 9.7423]],
  "e_lumo_ev": -2.8930,
  "total_charge": 1,
  "max_force_ev_per_a": 1.41
}

---

What is the formula in the eighth record?
C11H11ClN2